Entry w
{"formula": "C2H3NS2", "method": "ωB97M-V with the def2-TZVPD basis set", "elements": ["C", "C", "N", "S", "S", "H", "H", "H"], "positions_angstrom": [[-0.211, 0.595, -0.035], [0.708, -0.683, -0.101], [-1.391, 0.705, 0.415], [2.568, -0.841, -0.574], [-2.827, 1.274, 0.807], [0.250, 1.455, -0.519], [0.655, -1.186, 0.864], [0.249, -1.318, -0.857]], "mulliken_charge": [0.010, -0.611, -0.224, -0.047, -0.092, 0.367, 0.305, 0.291], "charge": 0, "multiplicity": 1, "lumo_energy_ev": [-1.07, -2.42], "gap_ev": [7.74, 5.95]}

***

Entry x
{"formula": "C2H3NS2", "method": "ωB97M-V with the def2-TZVPD basis set", "elements": ["C", "C", "N", "S", "S", "H", "H", "H"], "positions_angstrom": [[-0.827, 0.095, -0.108], [0.378, -0.651, 0.352], [-0.761, 1.243, -0.594], [1.799, 0.055, -0.372], [0.729, 1.889, -0.657], [-1.872, -0.258, -0.170], [0.519, -0.693, 1.455], [0.035, -1.680, 0.094]], "mulliken_charge": [-0.144, -0.291, -0.328, -0.173, 0.022, 0.373, 0.285, 0.256], "charge": 0, "multiplicity": 1, "lumo_energy_ev": 0.40, "gap_ev": 8.55}

***

Entry y
{"formula": "C2H3NS2", "method": "ωB97M-V with the def2-TZVPD basis set", "elements": ["C", "C", "N", "S", "S", "H", "H", "H"], "positions_angstrom": [[1.802, 0.885, -0.015], [-0.613, -0.068, 1.328], [2.871, 1.215, 0.436], [0.861, -0.645, 0.808], [4.077, 1.094, 1.316], [1.189, 1.168, -0.776], [-1.521, 0.122, 0.756], [-0.934, -0.196, 2.402]], "mulliken_charge": [-0.111, -0.476, -0.062, -0.106, -0.171, 0.410, 0.273, 0.243], "charge": 0, "multiplicity": 1, "lumo_energy_ev": [-1.87, -1.87], "gap_ev": [5.70, 5.70]}

***

Stability ranking, top entry: entry x; the second entry is 243.1 kJ/mol less favorable.

***

Entry w
{"formula": "C22H29N3O5", "method": "ωB97M-V with the def2-TZVPD basis set", "elements": ["C", "O", "C", "C", "N", "C", "O", "C", "O", "C", "C", "O", "C", "C", "C", "O", "H", "C", "N", "C", "C", "N", "C", "C", "H", "H", "H", "H", "C", "C", "C", "C", "C", "C", "C", "H", "H", "H", "H", "H", "H", "H", "H", "H", "H", "H", "H", "H", "H", "H", "H", "H", "H", "H", "H", "H", "H", "H", "H"], "positions_angstrom": [[-0.398, -1.576, 0.103], [0.735, -1.967, -0.627], [1.507, -2.934, 0.058], [2.751, -3.238, -0.774], [3.592, -2.070, -0.869], [4.607, -1.860, -0.007], [5.095, -2.715, 0.697], [5.208, -0.449, -0.064], [4.471, 0.498, -0.820], [3.400, 1.128, -0.265], [2.949, 2.221, -0.928], [1.899, 2.968, -0.552], [1.265, 2.654, 0.589], [1.627, 1.587, 1.334], [2.696, 0.681, 0.952], [2.955, -0.341, 1.572], [1.104, 1.360, 2.249], [0.078, 3.548, 0.866], [-1.189, 3.003, 0.413], [-1.193, 2.648, -0.994], [-2.617, 2.309, -1.422], [-3.089, 1.178, -0.649], [-3.092, 1.533, 0.758], [-1.680, 1.893, 1.207], [-1.701, 2.197, 2.256], [-1.043, 1.002, 1.105], [-3.448, 0.676, 1.333], [-3.761, 2.392, 0.949], [-4.397, 0.712, -1.089], [-4.716, -0.621, -0.468], [-3.950, -1.731, -0.800], [-4.212, -2.962, -0.227], [-5.248, -3.099, 0.683], [-6.018, -1.999, 1.016], [-5.751, -0.766, 0.445], [-6.355, 0.091, 0.710], [-6.828, -2.099, 1.723], [-5.455, -4.060, 1.129], [-3.612, -3.820, -0.494], [-3.146, -1.621, -1.511], [-5.190, 1.443, -0.850], [-4.356, 0.600, -2.177], [-2.622, 2.042, -2.482], [-3.258, 3.197, -1.279], [-0.825, 3.498, -1.572], [-0.552, 1.774, -1.200], [0.000, 3.739, 1.938], [0.236, 4.495, 0.343], [3.411, 2.570, -1.838], [6.175, -0.517, -0.572], [5.378, -0.114, 0.962], [3.176, -1.274, -1.329], [2.458, -3.548, -1.780], [3.335, -4.023, -0.289], [0.917, -3.850, 0.213], [1.816, -2.541, 1.037], [-0.109, -1.163, 1.078], [-0.915, -0.817, -0.482], [-1.074, -2.422, 0.275]], "mulliken_charge": [-0.237, -0.405, -0.251, -1.058, -0.104, 0.662, -0.691, -0.495, -0.534, 0.089, -0.462, -0.311, 0.677, -0.137, 0.676, -0.694, 0.460, -1.715, 0.019, -0.206, -1.172, 0.471, -1.176, 0.229, 0.480, -0.338, 0.432, 0.281, -1.218, 0.341, -0.203, -0.689, -0.405, -0.587, -0.233, 0.348, 0.384, 0.386, 0.425, 0.440, 0.388, 0.447, 0.417, 0.321, 0.477, 0.123, 0.542, 0.453, 0.491, 0.373, 0.329, 0.269, 0.321, 0.442, 0.451, 0.265, 0.244, -0.119, 0.285], "charge": 0, "multiplicity": 1, "lumo_energy_ev": 0.52, "gap_ev": 9.43, "smiles": "COCCNC(=O)COc1coc(CN2CCN(Cc3ccccc3)CC2)cc1=O"}

***

Entry x
{"formula": "C22H29N3O5", "method": "ωB97M-V with the def2-TZVPD basis set", "elements": ["C", "H", "O", "C", "H", "C", "O", "N", "C", "H", "C", "H", "H", "C", "C", "C", "H", "H", "H", "H", "O", "C", "C", "C", "C", "C", "C", "H", "H", "C", "O", "N", "H", "C", "C", "C", "C", "N", "O", "C", "C", "H", "H", "H", "C", "H", "H", "H", "H", "H", "H", "H", "H", "H", "H", "H", "H", "H", "H"], "positions_angstrom": [[-1.079, -5.658, 1.042], [-0.383, -6.179, 1.709], [-0.631, -4.353, 0.762], [0.631, -4.327, 0.135], [0.939, -3.277, 0.105], [0.661, -4.899, -1.286], [1.501, -5.723, -1.601], [-0.285, -4.468, -2.145], [-1.251, -3.421, -1.892], [-0.943, -2.844, -1.021], [-1.371, -2.495, -3.112], [-2.094, -2.879, -3.831], [-1.713, -1.516, -2.778], [-0.010, -2.397, -3.812], [0.369, -3.771, -4.387], [-0.226, -4.894, -3.526], [0.399, -5.787, -3.575], [-1.238, -5.146, -3.856], [0.015, -3.860, -5.414], [1.456, -3.841, -4.384], [1.018, -2.058, -2.893], [1.115, -0.807, -2.385], [2.092, -0.644, -1.397], [2.297, 0.578, -0.798], [1.531, 1.682, -1.172], [0.582, 1.523, -2.176], [0.363, 0.298, -2.775], [-0.382, 0.222, -3.552], [0.012, 2.387, -2.482], [1.693, 3.040, -0.589], [1.359, 4.050, -1.179], [2.257, 3.082, 0.648], [2.368, 2.232, 1.176], [2.405, 4.331, 1.364], [1.319, 4.514, 2.372], [-0.004, 4.825, 2.247], [-0.492, 4.793, 3.580], [0.475, 4.482, 4.404], [1.599, 4.304, 3.671], [-1.897, 5.023, 4.033], [-1.928, 5.616, 5.438], [-1.417, 6.575, 5.458], [-1.425, 4.947, 6.130], [-2.956, 5.760, 5.763], [-2.654, 3.691, 3.987], [-2.195, 2.981, 4.671], [-3.690, 3.840, 4.280], [-2.634, 3.270, 2.983], [-2.369, 5.718, 3.329], [-0.540, 5.048, 1.349], [3.375, 4.354, 1.869], [2.349, 5.124, 0.613], [3.081, 0.671, -0.061], [2.687, -1.503, -1.128], [-0.044, -1.654, -4.621], [-2.228, -3.867, -1.667], [1.369, -4.893, 0.719], [-2.045, -5.554, 1.532], [-1.192, -6.250, 0.126]], "mulliken_charge": [-0.666, 0.313, -0.366, -0.783, 0.167, 1.128, -0.677, 0.154, -0.868, 0.517, -0.890, 0.473, 0.455, 0.058, -0.876, -1.071, 0.468, 0.324, 0.448, 0.296, -0.387, 0.596, -0.596, -0.601, 0.628, -1.157, -0.139, 0.348, 0.446, 0.302, -0.677, -0.170, 0.257, -1.096, 0.385, -0.202, 0.189, -0.473, -0.205, 0.539, -1.500, 0.351, 0.340, 0.416, -1.389, 0.337, 0.397, 0.365, 0.289, 0.465, 0.328, 0.423, 0.419, 0.536, 0.481, 0.205, 0.397, 0.250, 0.297], "charge": 0, "multiplicity": 1, "lumo_energy_ev": 0.49, "gap_ev": 9.35, "smiles": "COCC(=O)N1CCC(Oc2ccc(C(=O)NCc3cc(C(C)C)no3)cc2)CC1"}

***

Stability ranking, top entry: entry x; the second entry is 42.6 kJ/mol less favorable.

***

Entry w
{"formula": "C6H18N2O", "method": "ωB97M-V with the def2-TZVPD basis set", "elements": ["C", "C", "C", "N", "O", "H", "H", "H", "H", "H", "H", "H", "H", "H", "C", "C", "C", "N", "H", "H", "H", "H", "H", "H", "H", "H", "H"], "positions_angstrom": [[1.533, -1.572, -0.320], [-0.011, -1.912, 1.549], [2.143, -0.467, -1.174], [0.417, -1.064, 0.453], [1.116, -2.680, -1.103], [0.460, -2.363, -1.736], [0.482, -0.053, 0.693], [2.303, -1.994, 0.344], [-0.312, -2.887, 1.162], [-0.862, -1.450, 2.047], [0.785, -2.067, 2.291], [2.497, 0.352, -0.551], [1.399, -0.070, -1.866], [2.975, -0.870, -1.748], [-0.364, 2.443, -0.637], [-1.418, -0.054, -0.662], [-1.464, 1.811, 1.369], [-0.564, 1.395, 0.324], [-1.115, 2.728, 1.863], [-2.486, 2.026, 0.991], [-1.299, 2.698, -1.184], [0.381, 2.144, -1.377], [-0.010, 3.368, -0.166], [-2.384, 0.438, -0.540], [-1.695, -1.093, -0.531], [-0.957, 0.160, -1.618], [-1.549, 1.032, 2.128]], "mulliken_charge": [-0.030, -1.162, -1.181, 0.195, -0.556, 0.343, 0.350, 0.402, 0.372, 0.302, 0.333, 0.349, 0.134, 0.396, -1.075, -0.949, -1.030, -0.189, 0.365, 0.350, 0.349, 0.270, 0.349, 0.436, 0.309, 0.313, 0.255], "charge": 0, "multiplicity": 1, "lumo_energy_ev": 0.77, "gap_ev": 8.69}

***

Entry x
{"formula": "C6H18N2O", "method": "ωB97M-V with the def2-TZVPD basis set", "elements": ["N", "C", "C", "C", "N", "C", "C", "C", "H", "H", "H", "H", "H", "H", "H", "H", "H", "H", "H", "H", "H", "H", "H", "H", "H", "H", "O"], "positions_angstrom": [[2.144, -0.928, 1.017], [1.226, -1.255, -0.145], [1.163, -2.762, -0.437], [-0.114, -0.580, 0.015], [-0.002, 0.836, -0.411], [-0.448, 2.224, 1.567], [-0.959, 1.750, 0.186], [-2.389, 1.255, 0.291], [2.068, -1.585, 1.788], [1.944, -0.004, 1.369], [1.891, -0.836, -0.898], [1.959, -3.382, -0.037], [0.239, -3.100, 0.048], [1.112, -2.856, -1.517], [-0.542, -0.770, 1.004], [-0.843, -1.097, -0.626], [0.955, 1.103, -0.233], [-0.293, 1.305, 2.142], [-1.282, 2.613, 2.177], [0.336, 2.972, 1.581], [-0.974, 2.633, -0.472], [-3.097, 2.004, -0.068], [-2.763, 1.080, 1.302], [-2.515, 0.375, -0.345], [0.337, -0.444, -3.857], [0.198, 0.071, -2.470], [0.648, -0.623, -2.971]], "mulliken_charge": [-0.716, 0.448, -1.402, -1.032, -0.313, -1.442, 0.435, -1.402, 0.236, 0.237, 0.355, 0.425, 0.314, 0.311, 0.395, 0.327, 0.250, 0.347, 0.420, 0.341, 0.353, 0.381, 0.345, 0.345, 0.294, 0.342, -0.594], "charge": 0, "multiplicity": 1, "lumo_energy_ev": 0.90, "gap_ev": 9.75, "smiles": "CC(C)NC[C@H](C)N.O"}

***

Stability ranking, top entry: entry x; the second entry is 273.5 kJ/mol less favorable.